Record 1
ORCA calculation (wB97M-V/def2-TZVPD) on a molecular structure, C32H59GaN9OS.

ORCA input file:
```
! RIJCOSX wB97M-V def2-TZVPD def2/J DEFGRID3
* xyz -1 1
C -1.130 -1.989 0.888
C 0.300 -1.311 0.521
S 0.169 0.463 0.006
C -0.525 1.527 1.351
Ga -0.348 3.492 0.668
N 1.521 4.098 0.745
O -0.903 3.706 -1.155
C -0.861 5.098 -1.359
N -1.003 6.292 -1.413
H -1.611 -2.295 -0.115
H -1.810 -1.308 1.493
H -0.882 -2.937 1.491
H 1.091 -1.493 1.333
H 0.693 -1.883 -0.404
H -1.582 1.260 1.686
H 0.127 1.497 2.306
H -1.329 4.389 1.575
H 1.426 5.090 1.041
H 1.910 4.160 -0.218
C 2.671 1.643 -5.212
C 1.237 2.103 -4.970
C 0.803 1.953 -3.511
C 0.879 0.507 -3.103
N 0.942 -0.624 -2.779
H 2.796 0.579 -4.993
H 2.947 1.794 -6.258
H 3.373 2.207 -4.590
H 0.567 1.527 -5.617
H 1.146 3.152 -5.265
H -0.223 2.307 -3.386
H 1.447 2.545 -2.855
C 3.129 -3.889 3.900
C 2.702 -3.167 5.172
C 1.185 -3.065 5.310
C 0.635 -2.294 4.149
N 0.219 -1.673 3.238
H 2.802 -3.357 3.007
H 4.218 -3.961 3.852
H 2.719 -4.904 3.867
H 3.141 -2.164 5.176
H 3.109 -3.699 6.037
H 0.924 -2.551 6.239
H 0.730 -4.058 5.334
C -2.180 -1.503 -6.159
C -2.592 -0.116 -5.678
C -3.681 0.517 -6.547
C -3.188 0.670 -7.957
N -2.800 0.791 -9.063
H -1.748 -1.469 -7.162
H -1.423 -1.925 -5.494
H -3.037 -2.183 -6.175
H -1.708 0.530 -5.662
H -2.954 -0.190 -4.649
H -3.951 1.500 -6.155
H -4.581 -0.106 -6.548
C 5.460 0.855 0.074
C 4.006 1.237 0.330
C 3.605 1.104 1.800
C 3.769 -0.320 2.249
N 3.895 -1.442 2.596
H 5.650 -0.194 0.317
H 5.709 0.993 -0.981
H 6.140 1.474 0.668
H 3.359 0.607 -0.288
H 3.848 2.271 0.011
H 2.561 1.402 1.932
H 4.225 1.750 2.428
C 1.223 8.287 -3.214
C 1.133 9.744 -2.774
C 2.153 10.644 -3.476
C 3.547 10.180 -3.167
N 4.641 9.816 -2.923
H 2.194 7.849 -2.964
H 0.459 7.691 -2.709
H 1.070 8.193 -4.294
H 1.277 9.796 -1.690
H 0.126 10.116 -2.982
H 2.039 11.677 -3.137
H 2.002 10.623 -4.559
C -4.914 -3.699 -0.537
C -4.294 -5.033 -0.135
C -4.465 -5.345 1.353
C -3.798 -4.283 2.177
N -3.269 -3.449 2.820
H -4.437 -2.861 -0.023
H -4.793 -3.532 -1.610
H -5.984 -3.679 -0.308
H -3.229 -5.020 -0.391
H -4.756 -5.832 -0.723
H -4.017 -6.313 1.588
H -5.525 -5.389 1.617
C -2.733 -7.521 7.019
C -2.874 -6.067 7.457
C -1.884 -5.135 6.755
C -0.476 -5.553 7.071
N 0.628 -5.882 7.319
H -1.749 -7.924 7.272
H -3.477 -8.143 7.522
H -2.879 -7.621 5.939
H -2.735 -6.008 8.541
H -3.893 -5.729 7.245
H -2.033 -4.106 7.091
H -2.031 -5.162 5.672
*
```

F_max, eV/Å: 5.7
HOMO energy, eV: -5.035
Gap between HOMO and LUMO, eV: 6.84
Molecular weight, g/mol: 687.7

Mulliken population analysis, charges in e, atoms 1 to 99: -0.92 0.25 -0.05 -0.79 0.44 -0.61 -0.38 0.48 -0.68 0.20 0.30 0.23 -0.39 0.28 0.36 0.14 -0.30 0.22 0.16 -1.27 -0.32 0.20 0.08 -0.57 0.33 0.38 0.29 0.03 0.42 0.30 0.19 -1.12 -0.53 0.13 0.05 -0.33 0.20 0.35 0.36 0.31 0.35 0.40 -0.23 -1.29 0.03 -0.41 0.21 -0.46 0.38 0.35 0.34 -0.13 0.35 0.30 0.32 -1.37 0.07 0.08 0.09 -0.40 0.34 0.38 0.31 0.04 0.25 -0.27 0.44 -0.85 -0.40 -0.41 0.25 -0.45 0.35 0.13 0.28 0.28 0.31 0.28 0.27 -1.12 -0.41 -0.37 0.26 -0.44 0.31 0.30 0.35 0.28 0.32 0.26 0.30 -1.13 -0.52 -0.18 0.29 -0.52 0.36 0.33 0.27

***

Record 2
ORCA calculation (wB97M-V/def2-TZVPD) on a molecular structure, C32H60BBaF4N2O14.

ORCA input file:
```
! RIJCOSX wB97M-V def2-TZVPD def2/J DEFGRID3
* xyz 1 1
Ba 3.120 0.156 -0.367
B -0.131 0.224 -0.257
F 0.647 -0.832 0.275
F -0.660 0.964 0.829
F 0.738 1.152 -0.952
F -1.128 -0.118 -1.138
C -1.407 -1.588 3.033
C -2.668 -2.129 2.853
C -3.126 -3.132 3.691
C -2.289 -3.608 4.678
C -1.017 -3.092 4.865
C -0.563 -2.084 4.032
N -2.733 -4.741 5.504
O -1.868 -5.439 5.996
O -3.925 -4.942 5.592
H -1.069 -0.762 2.420
H -3.334 -1.701 2.117
H -4.135 -3.513 3.607
H -0.378 -3.529 5.620
H 0.494 -1.853 4.069
C 0.528 1.556 -4.366
C 1.183 1.916 -5.540
C 0.448 2.236 -6.669
C -0.923 2.170 -6.607
C -1.601 1.796 -5.465
C -0.858 1.471 -4.342
N -1.696 2.467 -7.825
O -2.891 2.632 -7.697
O -1.088 2.485 -8.880
H 1.039 1.226 -3.472
H 2.265 1.935 -5.578
H 0.933 2.568 -7.575
H -2.678 1.722 -5.496
H -1.389 1.163 -3.449
C 2.561 3.697 -1.683
O 3.041 2.919 -0.580
C 3.061 3.661 0.639
C 2.238 3.036 1.759
O 2.400 1.626 1.826
C 1.594 1.081 2.878
H 2.550 3.063 -2.568
H 3.209 4.554 -1.864
H 1.528 4.004 -1.501
H 2.596 4.632 0.432
H 4.078 3.935 0.931
H 1.187 3.294 1.597
H 2.558 3.484 2.707
H 1.648 -0.007 2.790
H 0.552 1.361 2.742
H 2.002 1.370 3.848
C 5.627 1.548 1.728
O 5.247 0.201 1.494
C 4.995 -0.558 2.677
C 4.418 -1.887 2.282
O 3.248 -1.744 1.492
C 2.425 -2.899 1.619
H 4.805 2.109 2.170
H 5.840 1.967 0.739
H 6.563 1.685 2.276
H 4.334 0.001 3.350
H 5.936 -0.734 3.210
H 4.177 -2.435 3.200
H 5.210 -2.471 1.803
H 3.016 -3.814 1.510
H 1.657 -2.878 0.851
H 1.928 -2.936 2.592
C -7.721 -4.274 2.709
O -7.306 -3.284 1.799
C -6.258 -3.716 0.978
C -5.816 -2.579 0.093
O -5.554 -1.439 0.881
C -4.759 -0.501 0.202
H -8.398 -3.808 3.419
H -6.874 -4.723 3.242
H -8.261 -5.081 2.192
H -6.623 -4.533 0.330
H -5.407 -4.105 1.557
H -6.612 -2.362 -0.630
H -4.912 -2.911 -0.433
H -4.501 0.280 0.919
H -5.334 -0.021 -0.602
H -3.840 -0.912 -0.233
C 6.386 -1.664 -0.649
O 4.979 -1.886 -0.802
C 4.725 -2.805 -1.872
C 3.293 -3.257 -1.815
O 2.428 -2.127 -1.879
C 1.069 -2.510 -2.133
H 6.591 -1.334 0.359
H 6.723 -0.864 -1.327
H 6.949 -2.555 -0.927
H 5.312 -3.722 -1.737
H 5.023 -2.322 -2.808
H 3.106 -3.823 -0.899
H 3.132 -3.909 -2.680
H 1.011 -3.119 -3.037
H 0.478 -1.609 -2.280
H 0.639 -3.056 -1.290
C -0.990 6.400 0.178
O -1.404 5.356 -0.664
C -1.646 4.167 0.024
C -2.388 3.153 -0.807
O -3.592 3.736 -1.277
C -4.297 2.866 -2.110
H 0.067 6.291 0.483
H -1.574 6.430 1.105
H -1.098 7.329 -0.376
H -2.215 4.361 0.945
H -0.682 3.714 0.312
H -2.628 2.279 -0.196
H -1.754 2.909 -1.673
H -4.326 1.843 -1.713
H -3.883 2.843 -3.130
H -5.327 3.215 -2.198
*
```

F_max, eV/Å: 2.4
HOMO energy, eV: -11.072
Gap between HOMO and LUMO, eV: 8.18
Molecular weight, g/mol: 921.0

Mulliken population analysis, charges in e, atoms 1 to 99: 1.14 0.43 -0.24 -0.44 -0.42 -0.33 -0.53 -0.39 -0.74 0.32 -1.03 -0.47 0.94 -0.57 -0.57 0.75 0.75 0.68 0.41 0.41 -0.20 -0.72 -0.37 0.08 -0.63 -0.27 0.97 -0.58 -0.58 0.51 0.42 0.47 0.48 0.42 -0.68 0.00 -0.68 -0.47 0.36 -1.18 0.03 0.39 0.22 0.46 0.44 0.12 0.36 -0.02 0.40 0.50 -0.65 -0.09 -0.64 -0.78 0.70 -1.22 0.07 0.26 0.40 0.29 0.45 0.59 0.23 0.43 -0.02 0.35 -0.74 -0.30 -0.40 -0.45 -0.39 -1.01 0.24 0.30 0.30 0.35 0.18 0.40 0.30 0.35 0.42 0.36 -0.89 0.34 -0.75 -0.52 -0.07 -0.68 0.19 0.26 0.38 0.40 0.36 0.19 0.51 0.45 -0.05 0.28 -0.65

***

Record 3
ORCA calculation (wB97M-V/def2-TZVPD) on 4 unconnected molecules or ions with the total composition C32H60Cl2O15P2.

ORCA input file:
```
! RIJCOSX wB97M-V def2-TZVPD def2/J DEFGRID3
* xyz 0 1
C -1.864 10.437 1.226
C -1.251 9.082 0.853
C -1.664 7.949 1.794
C -3.184 7.708 1.894
C -3.678 6.443 1.162
C -2.978 6.185 -0.143
C -3.112 6.925 -1.254
P -4.319 8.300 -1.294
P -5.380 7.741 -3.131
O -5.410 6.298 -3.380
O -6.819 8.357 -2.753
O -4.898 8.596 -4.391
C -2.303 6.646 -2.481
O -2.474 7.289 -3.491
C -1.226 5.616 -2.418
C -0.318 5.492 -3.578
Cl -1.052 4.826 -4.992
C 0.959 5.858 -3.521
C 1.612 6.447 -2.302
Cl 1.985 5.690 -4.901
C -1.135 4.829 -1.348
O -0.179 3.876 -1.196
C -2.071 4.983 -0.184
O -2.092 4.156 0.697
H -1.192 11.251 0.954
H -2.035 10.508 2.302
H -2.807 10.625 0.711
H -0.163 9.170 0.878
H -1.506 8.836 -0.182
H -1.285 8.207 2.787
H -1.142 7.029 1.514
H -3.737 8.579 1.541
H -3.445 7.584 2.946
H -3.520 5.582 1.809
H -4.753 6.503 0.981
H -3.486 9.333 -1.779
H -7.487 7.979 -3.339
H -4.478 9.427 -4.152
H 1.347 5.885 -1.408
H 2.693 6.420 -2.410
H 1.315 7.490 -2.170
H -0.368 3.096 -1.732
C 1.893 -2.568 3.187
O 2.249 -1.330 2.613
C 2.528 -1.427 1.230
C 2.141 -0.165 0.493
O 0.744 -0.008 0.308
C -0.024 0.427 1.422
C 0.132 1.893 1.744
O 1.355 2.149 2.419
C 1.826 3.456 2.202
H 2.731 -3.275 3.158
H 1.610 -2.385 4.221
H 1.038 -3.010 2.661
H 1.990 -2.276 0.789
H 3.606 -1.595 1.087
H 2.549 -0.250 -0.518
H 2.586 0.711 0.970
H 0.164 -0.187 2.306
H -1.062 0.276 1.116
H -0.706 2.204 2.382
H 0.080 2.474 0.820
H 1.926 3.672 1.131
H 2.804 3.534 2.674
H 1.159 4.207 2.646
C 4.693 -9.588 0.783
O 4.393 -8.286 0.339
C 3.207 -7.758 0.903
C 3.308 -6.261 1.079
O 4.128 -5.858 2.163
C 5.534 -5.956 2.020
C 6.136 -4.925 1.092
O 5.912 -5.258 -0.264
C 5.901 -4.136 -1.112
H 3.945 -10.315 0.446
H 5.660 -9.859 0.363
H 4.755 -9.632 1.877
H 2.999 -8.222 1.874
H 2.367 -7.970 0.226
H 2.312 -5.892 1.337
H 3.607 -5.776 0.146
H 5.843 -6.962 1.728
H 5.928 -5.755 3.019
H 7.217 -4.873 1.285
H 5.701 -3.943 1.320
H 5.163 -3.394 -0.782
H 5.630 -4.483 -2.108
H 6.884 -3.652 -1.161
C -1.487 -3.972 -1.096
O -1.609 -5.337 -1.426
C -0.524 -6.122 -0.967
C -0.961 -7.523 -0.609
O -1.679 -7.611 0.610
C -3.031 -7.187 0.617
C -3.989 -8.146 -0.053
O -3.901 -8.057 -1.462
C -4.287 -9.242 -2.116
H -0.638 -3.503 -1.607
H -2.403 -3.479 -1.413
H -1.363 -3.833 -0.015
H -0.063 -5.657 -0.086
H 0.233 -6.178 -1.761
H -0.054 -8.109 -0.440
H -1.510 -7.987 -1.431
H -3.142 -6.185 0.196
H -3.304 -7.146 1.674
H -5.010 -7.897 0.269
H -3.765 -9.168 0.280
H -3.706 -10.101 -1.759
H -4.095 -9.103 -3.178
H -5.352 -9.457 -1.973
*
```

F_max, eV/Å: 0.5
HOMO energy, eV: -9.083
Gap between HOMO and LUMO, eV: 7.37
Molecular weight, g/mol: 817.7
SMILES string: CCCCCC1=C(PP(=O)(O)O)C(=O)C(/C(Cl)=C(\C)Cl)=C(O)C1=O.COCCOCCOC.COCCOCCOC.COCCOCCOC

Mulliken population analysis, charges in e, atoms 1 to 99: -1.29 0.07 -0.64 -0.58 -1.68 -0.12 1.04 -0.07 0.77 -0.59 -0.49 -0.45 0.83 -0.68 0.22 -0.68 -0.17 0.50 -1.10 -0.21 0.48 -0.41 0.35 -0.57 0.39 0.28 0.31 0.39 -0.07 0.46 0.16 0.41 0.42 0.37 0.48 -0.02 0.33 0.34 0.15 0.42 0.28 0.29 -0.56 -0.34 -0.20 -0.46 -0.46 -0.49 0.09 -0.35 -0.66 0.23 0.26 0.24 0.19 0.29 0.36 0.20 0.15 0.43 0.46 -0.17 0.25 0.29 0.28 -0.80 -0.30 -0.43 -0.05 -0.47 -0.42 -0.39 -0.28 -0.57 0.33 0.24 0.35 0.39 0.16 0.16 0.23 0.14 0.43 0.41 0.17 0.13 0.24 0.33 -0.79 -0.35 -0.29 -0.38 -0.43 -0.38 -0.58 -0.27 -0.77 0.33 0.33

***

Record 4
ORCA calculation (wB97M-V/def2-TZVPD) on 11 unconnected molecules or ions with the total composition C32H60N6O16.

ORCA input file:
```
! RIJCOSX wB97M-V def2-TZVPD def2/J DEFGRID3
* xyz 0 1
O 2.644 24.794 19.811
C 2.311 24.787 20.957
C 0.915 25.026 21.515
C 0.957 24.491 22.893
C 2.458 24.469 23.244
O 3.146 24.470 21.988
H 0.954 26.128 21.490
H 0.102 24.841 20.820
H 0.469 25.239 23.523
H 0.415 23.568 23.106
H 2.616 25.311 23.915
H 2.669 23.554 23.793
O -1.150 20.661 12.818
C -0.460 21.384 13.480
C 0.362 21.052 14.718
C 0.599 22.467 15.237
C 0.443 23.421 14.039
O -0.377 22.695 13.136
H -0.283 20.331 15.215
H 1.239 20.538 14.334
H 0.091 22.738 16.161
H 1.631 22.549 15.603
H -0.117 24.318 14.314
H 1.408 23.764 13.663
O -6.910 22.615 22.398
C -6.078 22.145 21.692
C -6.092 22.038 20.169
C -5.027 20.959 19.872
C -4.116 21.058 21.059
O -4.910 21.596 22.152
H -7.062 21.783 19.750
H -5.812 22.965 19.664
H -5.585 20.034 19.697
H -4.650 21.090 18.856
H -3.761 20.169 21.588
H -3.226 21.668 20.888
O 2.440 20.071 16.438
C 2.219 18.903 16.599
C 3.279 17.843 16.859
C 2.497 16.517 16.937
C 1.053 16.987 16.910
O 0.977 18.405 16.762
H 3.844 17.845 15.923
H 3.889 18.095 17.718
H 2.618 15.765 16.165
H 2.751 16.159 17.934
H 0.416 16.480 16.181
H 0.525 16.682 17.822
O -3.633 27.507 15.865
C -3.583 26.315 15.989
C -4.380 25.513 17.035
C -3.469 24.293 17.054
C -2.735 24.179 15.736
O -2.815 25.526 15.237
H -4.231 26.013 17.984
H -5.332 25.168 16.636
H -2.738 24.509 17.840
H -3.928 23.360 17.391
H -1.703 23.932 15.946
H -3.297 23.486 15.109
C 0.930 21.306 19.011
C -0.315 22.158 19.126
N -0.731 22.583 20.322
O -0.981 22.454 18.129
H 0.678 20.247 19.005
H 1.548 21.572 19.877
H 1.584 21.461 18.157
H -1.503 23.238 20.365
H -0.157 22.630 21.146
C 1.119 20.622 23.479
C 0.836 19.127 23.731
N 0.115 18.857 24.856
O 1.171 18.203 23.004
H 0.495 21.025 22.683
H 2.149 20.961 23.471
H 0.683 21.114 24.360
H -0.402 19.532 25.389
H -0.117 17.877 24.886
C -2.117 19.016 18.684
C -2.736 19.092 17.313
N -2.667 20.261 16.678
O -3.320 18.109 16.854
H -1.384 19.823 18.790
H -1.515 18.118 18.794
H -2.776 19.165 19.536
H -3.185 20.328 15.813
H -2.512 21.122 17.184
C 0.734 27.567 18.404
C -0.269 26.426 18.313
N 0.041 25.496 17.374
O -1.224 26.321 19.067
H 0.309 28.412 18.938
H 1.026 27.855 17.394
H 1.616 27.226 18.948
H 0.972 25.479 16.995
H -0.465 24.620 17.429
C 4.101 23.220 17.116
C 5.395 23.465 17.903
N 5.361 23.775 19.216
O 6.484 23.348 17.344
H 3.296 23.030 17.824
H 4.376 22.331 16.556
H 3.863 24.076 16.492
H 6.194 23.999 19.727
H 4.497 24.079 19.656
C -3.938 24.536 23.089
C -3.681 25.076 21.740
N -4.022 26.349 21.481
O -3.183 24.364 20.865
H -3.429 23.582 23.189
H -5.004 24.337 23.234
H -3.660 25.243 23.873
H -4.598 26.955 22.035
H -3.785 26.687 20.559
*
```

F_max, eV/Å: 2.8
HOMO energy, eV: -9.278
Gap between HOMO and LUMO, eV: 9.08
Molecular weight, g/mol: 784.9
SMILES string: O=C1CCCO1.O=C1CCCO1.O=C1CCCO1.O=C1CCCO1.O=C1CCCO1.CC(N)=O.CC(N)=O.CC(N)=O.CC(N)=O.CC(N)=O.CC(N)=O

Mulliken population analysis, charges in e, atoms 1 to 99: -0.65 0.48 0.79 -0.54 -0.55 -0.41 0.44 -0.67 0.37 0.17 0.24 0.30 -0.62 0.23 0.07 2.00 -0.51 -0.38 -0.13 0.36 -1.04 -0.34 0.27 0.27 -0.58 0.49 -0.34 0.05 -0.02 -0.40 0.44 -0.06 0.37 -0.14 0.42 -0.14 -0.53 0.28 -0.55 -0.55 -0.43 -0.07 0.24 0.37 0.36 0.20 0.36 0.26 -0.62 0.35 -0.18 0.62 0.49 -0.38 -0.03 0.41 -0.61 0.25 -0.80 0.40 -0.26 -0.03 1.13 0.63 0.16 0.60 -0.65 -0.43 -0.45 -0.63 0.45 -0.42 -0.61 0.03 0.33 0.36 0.20 0.25 -0.15 0.53 0.01 -0.72 -0.43 0.38 0.14 0.25 -0.35 -1.50 0.68 0.27 -0.49 0.35 0.45 0.24 0.22 -0.49 0.07 0.20 -0.30